(1)
DFT (ωB97M-V with the def2-TZVPD basis set) results for a molecular structure, C49H50BBrCl3CoN11O2S in a non-equilibrium geometry.

Geometry as XYZ:
```
119
Properties=species:S:1:pos:R:3:mulliken_spin:R:1
C 3.84 -2.88 2.67 0.00
O 0.20 -1.03 -0.22 -0.08
C 1.86 1.85 -2.83 0.00
N -0.91 -3.52 0.89 0.01
H 6.58 0.39 -3.69 0.00
H 1.41 -0.78 -2.44 0.00
C -0.35 -5.20 2.21 0.00
N 1.73 -2.13 1.85 0.00
C -5.05 -1.54 -0.34 -0.01
H 1.15 1.08 4.46 0.00
C 0.23 -5.44 0.98 0.00
H 1.96 -2.79 3.76 0.00
C 2.04 -1.11 -1.63 0.00
C -1.66 7.24 -0.42 0.00
C -0.46 2.18 3.63 0.00
H -6.45 -2.79 1.90 0.00
H -1.28 -2.77 5.86 0.00
H 1.80 1.88 2.21 0.00
H -1.20 6.86 -3.17 0.00
H -3.70 0.04 -0.96 -0.01
H -3.20 0.62 2.33 0.00
H -1.09 2.19 4.52 0.00
C 5.09 2.41 -0.76 0.00
C 1.45 -1.33 -0.39 0.01
C -0.97 -3.37 -2.01 0.04
H -0.77 -6.14 -1.81 0.00
H -6.27 -2.23 -1.99 0.00
H 1.09 7.14 1.74 0.00
H 0.70 0.71 1.47 0.00
C -1.22 3.89 -1.80 0.00
C 1.30 0.92 2.35 0.00
C 3.41 -1.27 -1.84 0.01
C 4.44 -2.61 1.48 -0.01
H -4.35 -0.91 -2.28 0.00
H -6.63 -3.06 -0.47 0.00
S -1.22 7.68 1.18 0.00
H -3.08 -1.59 -1.26 0.01
H 0.03 1.63 -5.67 0.00
C -3.14 2.15 0.74 0.00
H 0.22 5.85 -2.88 0.00
H 0.98 -6.20 -1.57 0.00
O -1.65 5.00 -2.58 0.00
H -1.11 2.18 2.75 0.00
H -1.01 -2.36 -1.60 0.01
C -4.51 -3.26 2.84 0.01
N -1.02 -4.05 2.14 -0.01
C 0.30 1.92 -4.66 0.00
C -5.83 -2.64 -1.08 0.00
H -5.15 -3.45 -1.36 0.00
C -0.23 3.05 -2.59 0.00
C -2.82 1.00 1.40 0.00
C 5.30 3.01 -1.99 0.00
Cl 2.57 0.51 -5.06 0.00
C 0.16 -5.59 -1.97 0.00
C -0.64 6.66 -1.11 0.00
H -2.89 2.66 -2.38 0.00
H 3.83 -1.05 -2.81 0.00
C 5.38 1.07 -0.60 0.00
C 2.30 -1.87 0.65 -0.01
C 0.09 -4.21 -1.30 -0.03
C 3.67 -2.08 0.42 0.01
N -1.30 -2.21 3.84 0.00
C -0.77 6.12 -2.50 0.00
H -3.82 2.95 0.97 0.00
H 1.07 -3.74 -1.43 0.00
N -2.38 2.15 -0.41 0.00
C 4.24 -1.71 -0.83 -0.02
C -1.63 1.03 -0.40 -0.02
H 6.00 2.78 -4.01 0.00
C 0.37 7.08 0.94 0.00
C 5.83 2.30 -3.06 0.00
H 5.22 0.59 0.35 0.00
H 0.32 -5.48 -3.04 0.00
H 2.07 0.15 2.42 0.00
B -1.97 -3.42 3.18 -0.03
H -2.24 -4.23 4.03 0.00
C 0.99 2.62 -2.08 0.00
C 0.53 6.57 -0.31 0.00
H -0.34 -5.77 3.12 0.00
H -4.69 -3.85 3.73 0.00
C -0.16 -4.37 0.17 0.04
H -0.73 -3.29 -3.07 0.00
H 1.46 6.14 -0.66 0.00
N -0.87 -1.17 3.09 0.04
H 0.13 3.10 3.62 0.00
C 6.15 0.96 -2.88 0.00
H -5.75 -0.74 -0.09 0.00
Br 4.85 4.84 -2.23 0.00
H -1.49 3.03 -4.31 0.00
C -0.26 -0.33 3.94 0.01
N 5.64 -1.91 -1.00 0.00
N -3.26 -2.97 2.47 0.02
H -0.77 4.23 -0.87 0.00
H -3.25 3.87 -1.15 0.00
H -1.95 -3.84 -1.91 0.00
Cl -3.25 7.53 -0.99 0.00
N -3.27 -2.23 1.33 -0.02
C 2.46 -2.61 2.81 0.00
H 0.06 -0.38 6.14 0.00
H 4.40 -3.29 3.50 0.00
Co -1.25 -1.52 0.98 0.95
C 0.46 0.96 3.62 -0.01
H 0.81 -6.30 0.70 0.00
N 6.36 -1.02 -1.49 0.00
C -5.37 -2.72 1.92 0.00
C -2.51 3.14 -1.48 0.00
Cl 1.47 3.04 -0.46 0.00
C -0.55 2.69 -3.89 0.00
C 1.50 1.50 -4.11 0.00
N -1.88 0.32 0.68 0.02
H 4.69 2.98 0.06 0.00
C -1.00 -2.03 5.13 0.00
C -4.54 -2.10 0.97 0.01
H 5.50 -2.79 1.33 0.00
C -3.97 -0.97 -1.26 0.01
H 2.80 1.52 -2.41 0.00
H -0.94 0.75 -1.17 0.01
C -0.34 -0.83 5.24 0.01
C 5.90 0.33 -1.67 0.00
```

Calculated values
E_HOMO (alpha / beta) = -6.99 / -6.97 eV
Kohn-Sham gap (alpha / beta) = 7.26 / 7.24 eV
Relative energy (zero: lowest compared OMol25 entry of this formula, charge and spin) = 0.930 eV
LUMO energy (alpha / beta) = 0.3 / 0.3 eV
2S+1 = 2
Max |F| = 1.07 eV Å⁻¹
Total energy = -8410.54524 hartree


(2)
DFT (ωB97M-V with the def2-TZVPD basis set) results for 2 unconnected molecules or ions with the total composition C4H5ClO2P in a non-equilibrium geometry.

Geometry as XYZ:
```
13
Properties=species:S:1:pos:R:3:nbo_charge:R:1
H 0.17 2.79 0.52 0.10
O 2.47 -0.61 2.42 -1.09
C 0.34 -0.03 0.38 -0.39
Cl 0.93 0.05 -2.16 -0.12
P 1.55 -0.97 1.29 1.81
C -1.37 -0.91 -1.17 -0.58
C -0.96 3.18 0.41 -0.22
H -1.67 -1.41 -2.07 0.20
H -2.16 -0.85 -0.43 0.21
C -0.18 -0.42 -0.83 -0.03
H 1.93 -2.37 0.81 -0.12
O -0.06 -1.06 1.44 -0.84
H -1.00 2.62 -0.61 0.08
```

Calculated values
E_HOMO (alpha / beta) = -3.48 / -3.48 eV
Kohn-Sham gap (alpha / beta) = 5.91 / 5.91 eV
Relative energy (zero: lowest compared OMol25 entry of this formula, charge and spin) = 7.122 eV
LUMO energy (alpha / beta) = 2.4 / 2.4 eV
Total charge = -1
Max |F| = 3.38 eV Å⁻¹
Total energy = -1107.24419 hartree